{"formula": "C3H6O3S", "method": "ωB97M-V with the def2-TZVPD basis set", "symbols": ["O", "C", "O", "C", "C", "S", "H", "H", "H", "H", "H", "H", "O"], "coordinates": [[-0.39, -1.78, -1.15], [0.49, -1.02, -0.60], [1.59, -1.45, -0.02], [0.18, 0.59, -0.73], [-1.07, 0.99, 0.03], [-1.87, 2.58, -0.54], [1.12, 1.06, -0.24], [0.01, 0.87, -1.81], [-0.77, 1.24, 1.09], [-1.78, 0.08, -0.03], [2.52, -2.32, 1.83], [1.64, -1.85, 2.89], [2.50, -2.24, 2.77]], "lowdin_charge": [-0.1294, -0.6159, -0.1532, -0.2426, -0.6511, 0.5028, 0.1167, 0.0892, 0.0721, 0.0884, -0.0189, 0.0087, -0.0670], "gap_ha": [0.2832, 0.2043], "s_squared": 0.75, "de_lowest_kj_mol": 74.0, "multiplicity": 2, "charge": -1, "homo_energy_ev": [-4.620, -4.616]}



{"formula": "C4H6N3", "method": "ωB97M-V with the def2-TZVPD basis set", "symbols": ["C", "C", "C", "C", "N", "N", "N", "H", "H", "H", "H", "H", "H"], "coordinates": [[-3.04, -0.43, -0.11], [2.34, -1.39, -0.01], [1.77, 0.95, 0.10], [0.35, 0.98, -0.17], [2.32, -0.15, 0.15], [-0.26, -0.12, -0.26], [-4.00, 0.03, 0.33], [2.55, -1.85, -1.03], [1.95, -1.99, 0.91], [2.22, 1.79, 0.43], [0.05, 2.00, -0.34], [-4.96, 0.26, 0.62], [-1.29, -0.07, -0.63]], "lowdin_charge": [-0.0144, 0.1632, -0.0107, -0.1755, 0.0929, 0.1518, 0.1088, 0.1572, 0.1658, 0.1176, 0.1278, 0.1179, -0.0024], "gap_ha": 0.3403, "de_lowest_kj_mol": 383.5, "multiplicity": 1, "charge": 1, "homo_energy_ev": -14.523}



Which value of multiplicity does entry 1 give? 2



What is the formula in the first record? C3H6O3S



Among the records above, which one has the highest multiplicity? C3H6O3S



The lowest multiplicity belongs to which entry? C4H6N3